Record 1
{
  "formula": "C8H6ClNO",
  "method": "ωB97M-V with the def2-TZVPD basis set",
  "elements": ["N", "C", "C", "Cl", "C", "C", "C", "C", "C", "C", "O", "H", "H", "H", "H", "H", "H"],
  "xyz": [[4.659, 0.697, 0.394], [3.813, -0.060, 0.292], [2.510, -0.654, 0.182], [2.335, -2.060, -0.825], [1.545, -0.042, 0.835], [0.079, -0.409, 0.781], [-0.412, -0.162, -0.632], [-0.097, 1.164, -1.120], [0.675, 1.973, -0.435], [1.094, 3.154, -0.338], [1.605, 4.151, -0.078], [1.998, 0.828, 1.342], [-0.519, 0.107, 1.616], [0.000, -1.429, 0.891], [-1.530, -0.384, -0.658], [0.096, -0.872, -1.393], [-0.542, 1.675, -2.022]],
  "atomic_forces_ev_per_a": [[1.486, 0.567, 0.157], [-1.350, -0.514, -0.488], [0.954, -0.880, -0.268], [0.100, 0.032, 0.093], [-0.047, 0.637, 0.886], [0.561, 2.460, 0.707], [-1.450, -1.843, -1.323], [-0.999, 2.287, -1.137], [-0.729, -1.500, 0.060], [0.961, 1.283, 0.000], [0.455, 1.481, 0.291], [-1.135, -0.556, 0.195], [0.838, -0.572, -1.515], [-0.177, -2.456, 0.757], [1.321, 0.323, -0.331], [-0.934, 0.685, 1.316], [0.144, -1.433, 0.601]],
  "e_homo_ev": -8.799,
  "orbital_gap_ev": 8.3,
  "relative_energy_ev": 2.4454,
  "smiles": "N#C/C(Cl)=C/CCC=C=C=O"
}

Record 2
{
  "formula": "C8H6Cu3F2O12",
  "method": "ωB97M-V with the def2-TZVPD basis set",
  "elements": ["Cu", "Cu", "Cu", "C", "O", "O", "O", "C", "O", "O", "O", "C", "C", "O", "C", "O", "O", "F", "H", "H", "H", "C", "C", "O", "C", "O", "O", "F", "H", "H", "H"],
  "xyz": [[13.749, 1.939, 12.153], [13.898, 1.733, 15.638], [10.785, 2.115, 14.036], [12.650, 0.058, 13.878], [12.124, 0.469, 14.929], [12.065, 0.653, 12.977], [13.812, 0.492, 13.794], [13.074, 3.860, 13.973], [12.324, 3.405, 13.106], [14.155, 3.235, 13.894], [12.564, 3.403, 14.978], [16.180, -2.704, 14.289], [16.897, -1.443, 14.273], [18.190, -1.724, 13.763], [18.345, -3.026, 13.687], [19.381, -3.537, 13.293], [17.260, -3.603, 14.046], [17.062, -0.956, 15.506], [15.346, -2.786, 13.592], [15.662, -2.913, 15.225], [16.317, -0.705, 13.717], [10.275, -2.970, 12.284], [9.640, -1.870, 11.473], [8.365, -1.800, 12.059], [8.098, -2.882, 12.720], [7.084, -3.210, 13.304], [9.154, -3.683, 12.732], [9.545, -2.382, 10.255], [10.761, -2.553, 13.166], [11.076, -3.609, 11.912], [10.113, -0.891, 11.394]],
  "atomic_forces_ev_per_a": [[-0.192, 0.161, 0.515], [-0.173, 0.310, -0.294], [0.537, 0.218, 0.062], [0.486, 8.011, 2.107], [-2.807, -3.072, 5.967], [-5.520, -1.151, -8.112], [7.997, -3.058, -0.198], [1.571, -8.054, -1.007], [-5.374, 2.675, -7.596], [8.080, 2.198, -1.239], [-4.587, 2.105, 9.879], [-0.617, -1.261, 0.516], [-0.781, 2.686, 0.319], [0.770, 0.605, -0.824], [-3.641, 3.438, 1.406], [2.646, -1.904, -0.858], [-0.559, -3.606, -0.325], [0.281, 0.167, 0.656], [0.666, -0.374, -0.843], [0.676, -0.223, 0.467], [0.858, 0.329, -0.483], [1.875, 1.499, 1.829], [1.949, -1.336, -0.997], [-2.738, 1.356, 0.707], [5.715, -0.105, -2.529], [-2.809, -0.465, 1.340], [-2.248, -1.416, 1.024], [-0.782, 0.184, -1.475], [-0.175, 0.248, 0.398], [-0.806, -0.228, -0.956], [-0.299, 0.062, 0.542]],
  "s_squared": 6.04,
  "e_homo_ev": [-18.743, -18.607],
  "spin_multiplicity": 5,
  "orbital_gap_ev": [7.8, 3.6],
  "total_charge": 3
}

Record 3
{
  "formula": "C8H6F12N4O8S4Zn",
  "method": "ωB97M-V with the def2-TZVPD basis set",
  "elements": ["Zn", "C", "F", "F", "F", "S", "O", "O", "N", "S", "O", "O", "C", "F", "F", "F", "C", "F", "F", "F", "S", "O", "O", "N", "S", "O", "O", "C", "F", "F", "F", "C", "C", "N", "H", "H", "H", "C", "C", "N", "H", "H", "H"],
  "xyz": [[0.865, 0.211, -1.226], [-0.989, -1.719, 1.887], [-0.990, -2.474, 2.976], [-1.465, -2.414, 0.867], [-1.726, -0.621, 2.051], [0.797, -1.329, 1.489], [1.568, -1.311, 2.673], [1.178, -2.257, 0.490], [0.665, 0.152, 0.676], [0.656, 1.391, 1.722], [0.003, 2.496, 1.141], [0.307, 1.073, 3.061], [2.412, 1.907, 1.813], [2.695, 2.657, 0.740], [2.582, 2.608, 2.915], [3.218, 0.842, 1.832], [2.370, 0.983, -4.495], [2.620, 1.900, -3.556], [2.413, 1.556, -5.695], [3.260, 0.018, -4.426], [0.633, 0.359, -4.261], [-0.142, 1.490, -3.876], [0.239, -0.200, -5.500], [0.784, -0.668, -2.946], [0.714, -2.230, -3.458], [1.484, -2.432, -4.628], [1.010, -3.094, -2.365], [-1.096, -2.520, -3.810], [-1.745, -1.384, -4.067], [-1.198, -3.343, -4.842], [-1.624, -3.072, -2.730], [-3.565, 1.310, -0.364], [-2.287, 0.988, -0.937], [-1.261, 0.744, -1.370], [-3.739, 2.382, -0.473], [-3.578, 1.112, 0.706], [-4.353, 0.756, -0.868], [-0.499, 0.503, 6.038], [-0.338, 1.113, 7.349], [-0.191, 1.580, 8.382], [-0.961, 1.173, 5.320], [-1.160, -0.364, 6.129], [0.438, 0.127, 5.636]],
  "atomic_forces_ev_per_a": [[-1.484, -0.601, -0.375], [0.461, -0.113, -0.071], [-0.271, 0.322, -0.054], [-0.294, 0.079, -0.011], [-0.022, -0.292, 0.163], [0.652, -0.318, -0.805], [-0.245, 0.527, 0.702], [-0.193, -0.317, -1.105], [0.475, -0.910, 2.076], [0.264, 1.277, 0.780], [-0.736, 0.924, -1.341], [-0.151, -0.940, 0.084], [0.285, -0.375, -0.142], [0.174, -0.173, 0.130], [0.139, 0.192, -0.034], [0.010, 0.329, -0.092], [-0.527, 0.043, -0.490], [0.185, -0.028, 0.205], [0.111, -0.033, 0.361], [0.208, -0.105, 0.096], [-0.484, 1.339, -0.413], [0.357, 0.614, 1.210], [0.398, -1.150, -0.146], [0.063, 0.432, -1.854], [1.403, -1.770, 1.068], [-0.215, 0.352, -0.796], [-0.445, 0.470, 0.564], [0.086, 0.281, -0.167], [-0.092, -0.199, 0.021], [-0.070, 0.101, 0.158], [-0.228, -0.084, 0.015], [-0.462, 0.483, 0.164], [0.051, -0.021, 0.087], [0.557, -0.002, 0.154], [-0.035, -0.047, -0.171], [0.111, -0.255, -0.017], [-0.044, -0.020, 0.027], [-0.419, -0.622, -0.118], [0.102, -0.154, -0.566], [0.020, 0.247, 0.518], [0.148, 0.206, 0.052], [0.021, 0.078, 0.085], [0.137, 0.230, 0.047]],
  "e_homo_ev": -11.617,
  "orbital_gap_ev": 9.9,
  "relative_energy_ev": 1.0401
}

Record 4
{
  "formula": "C8H6F2S",
  "method": "ωB97M-V with the def2-TZVPD basis set",
  "elements": ["C", "C", "C", "C", "C", "C", "C", "C", "F", "F", "S", "H", "H", "H", "H", "H", "H"],
  "xyz": [[1.268, -0.696, -1.741], [0.145, -0.509, -2.397], [1.308, -0.451, -0.379], [-0.956, -0.006, -1.771], [0.209, 0.096, 0.228], [-0.949, 0.417, -0.421], [0.383, 0.421, 1.746], [-0.972, 0.487, 2.388], [-1.439, -0.643, 2.828], [-1.241, 1.445, 3.243], [-2.449, 0.842, 0.281], [2.155, -1.003, -2.264], [0.078, -0.871, -3.421], [2.253, -0.398, 0.032], [-1.842, 0.045, -2.327], [0.874, -0.472, 2.087], [1.174, 1.297, 1.888]],
  "atomic_forces_ev_per_a": [[3.186, -0.547, 1.863], [-2.538, -0.362, -2.397], [-0.825, 0.799, -2.185], [-0.053, 0.683, 0.763], [1.047, 0.951, 2.719], [-0.484, -1.785, -2.324], [0.875, 1.086, -1.425], [-0.778, 1.185, -1.490], [-0.120, -0.421, 0.096], [0.100, -0.033, -0.220], [1.237, 0.346, 2.989], [0.309, -0.276, -0.010], [-0.163, 0.381, -0.020], [1.707, -0.441, 1.490], [-1.252, 0.246, -0.595], [0.115, -0.373, 0.762], [-2.362, -1.440, -0.015]],
  "e_homo_ev": [-7.930, -7.931],
  "orbital_gap_ev": [7.1, 7.1]
}

Record 5
{
  "formula": "C8H6IN3",
  "method": "ωB97M-V with the def2-TZVPD basis set",
  "elements": ["C", "C", "C", "C", "C", "C", "C", "C", "N", "N", "N", "I", "H", "H", "H", "H", "H", "H"],
  "xyz": [[-3.344, 2.364, 0.789], [2.823, -0.719, -1.169], [2.690, -1.260, 0.135], [1.932, 0.292, -1.526], [1.681, -0.908, 1.029], [0.939, 0.716, -0.736], [0.704, 0.020, 0.473], [-2.119, 1.821, 1.037], [-4.372, 2.900, 0.648], [-0.297, 0.327, 1.320], [-1.245, 1.039, 1.112], [-5.405, -1.519, -0.353], [3.602, -1.035, -1.872], [3.410, -1.959, 0.526], [2.205, 0.743, -2.504], [1.601, -1.289, 1.988], [0.286, 1.321, -1.207], [-5.091, -2.852, 0.310]],
  "atomic_forces_ev_per_a": [[-1.749, 0.816, -0.053], [-0.414, -0.131, 1.339], [0.281, -0.060, 0.013], [3.495, -0.916, -2.381], [-0.882, 2.302, -4.591], [0.080, -2.707, 2.185], [2.690, -0.225, 0.001], [0.373, -0.125, -0.006], [1.466, -0.822, 0.090], [-1.174, -0.724, 2.346], [-0.602, 1.028, -0.860], [-0.408, 1.852, -0.884], [-0.290, 0.080, 0.537], [0.335, -0.277, -0.254], [-0.896, -0.024, 0.682], [-0.282, -0.638, 1.597], [-2.457, 2.392, -0.659], [0.432, -1.822, 0.896]],
  "e_homo_ev": [-8.178, -8.178],
  "orbital_gap_ev": [7.8, 7.8],
  "relative_energy_ev": 1.7068
}

Record 6
{
  "formula": "C8H6O2",
  "method": "ωB97M-V with the def2-TZVPD basis set",
  "elements": ["O", "C", "C", "C", "C", "O", "C", "C", "C", "C", "H", "H", "H", "H", "H", "H"],
  "xyz": [[0.330, 1.825, 2.559], [0.142, 0.996, 1.533], [-0.905, 0.043, 1.690], [-1.187, -0.855, 0.757], [-0.583, -0.713, -0.513], [-0.651, -1.518, -1.644], [0.395, -1.216, -2.434], [0.945, -0.052, -2.007], [0.390, 0.165, -0.699], [0.841, 1.084, 0.331], [0.955, 2.488, 2.355], [-1.190, -0.247, 2.701], [-1.791, -1.779, 1.005], [0.792, -1.872, -3.328], [1.976, 0.333, -2.381], [1.605, 1.913, 0.378]],
  "atomic_forces_ev_per_a": [[-0.773, -0.515, 1.512], [-0.665, -0.387, -2.103], [1.439, 0.200, 2.355], [-1.505, -2.985, -2.231], [-1.241, -1.545, 0.197], [-0.809, -1.901, 0.790], [1.143, 0.678, -1.887], [3.280, -0.533, -0.620], [3.375, 4.181, 0.057], [-1.079, 0.144, 1.275], [1.129, 1.092, -0.395], [-0.280, 0.719, -0.062], [0.535, 1.390, -0.464], [-1.693, 1.231, 2.064], [-2.278, -0.482, 0.637], [-0.579, -1.287, -1.124]],
  "e_homo_ev": -8.468,
  "orbital_gap_ev": 9.3,
  "relative_energy_ev": 1.7658,
  "smiles": "Oc1ccc2occc2c1"
}